Entry 1:
# C52H45N10O2P3S3V

C52H45N10O2P3S3V as an isolated structure at a distorted geometry (the ωB97M-V functional and the def2-TZVPD basis, the Open Molecules 2025 dataset).

Results
* E_tot: -159707.3725 eV
* <S²>: 2.030
* spin multiplicity: 3
* gap between HOMO and LUMO (alpha / beta): 5.033 / 5.815 eV
* E_LUMO (alpha / beta): -4.0 / -3.2 eV
* total charge: +1
* energy relative to the best compared isomer or geometry (same formula, charge and spin): 2.209 eV

```
116
Properties=species:S:1:pos:R:3:mulliken_charge:R:1
H -2.882 1.905 1.832 0.358
S -0.429 -0.094 -2.752 -0.348
C 1.225 2.217 -7.496 -0.637
C 2.762 1.152 -5.992 -0.507
C 1.207 -0.074 5.598 -0.469
C -1.227 3.284 1.788 1.510
H 2.114 -0.644 5.457 0.503
N -2.088 1.762 -0.819 0.964
H -2.961 -6.973 4.719 0.222
H -4.343 3.358 3.122 0.491
H -5.195 0.493 -0.857 0.557
C -2.889 -0.224 0.301 0.030
H -2.236 -4.680 4.988 0.362
C 3.068 0.322 2.880 1.261
C -2.625 -2.185 -7.302 -0.674
H -1.089 1.732 3.861 0.051
H 5.755 1.542 4.544 0.467
H -0.993 0.784 8.023 0.417
H -1.536 3.459 -1.846 0.414
C -0.607 1.234 4.695 -0.294
C 2.345 4.534 -2.226 -0.761
H -0.853 2.078 -6.970 0.358
C 5.847 0.367 2.749 -0.698
C 1.216 -4.159 -1.637 -0.575
H 3.307 1.525 4.655 0.522
H 5.622 -0.818 0.974 0.495
H -3.848 3.959 -2.613 0.485
H -0.331 4.995 -0.211 0.567
H -1.261 6.323 3.303 0.460
C 1.126 -2.502 -0.147 0.208
C 1.693 0.737 -5.210 0.647
C -1.469 -1.092 -5.490 0.102
N -3.363 -1.909 1.449 0.195
C 3.730 -0.324 1.842 -0.313
H 1.102 -5.577 1.445 0.529
C 1.984 2.599 -0.858 -0.694
C 5.116 -0.302 1.779 -1.190
H -2.252 -4.285 -7.533 0.379
C 0.638 0.023 6.858 -0.861
C -1.618 5.355 2.976 -0.891
H -0.220 -2.349 -4.295 0.055
C 0.893 3.222 -0.250 0.771
C -1.528 -4.864 4.189 -0.949
H 1.085 -5.211 -1.866 0.473
H -2.821 -0.099 -6.817 0.351
H 2.904 5.044 -2.998 0.417
H -3.559 5.587 3.862 0.439
C -1.515 -6.112 3.546 1.004
C -2.512 2.874 2.125 -0.401
H 2.107 -1.179 -2.910 0.336
S 1.477 -2.908 2.428 1.485
C -3.650 3.075 -2.022 -0.853
H 6.927 0.380 2.702 0.417
H 1.865 0.175 -4.303 -0.394
C 1.257 5.157 -1.633 -0.822
H 1.910 -3.582 -3.601 0.555
H -0.702 -4.395 -5.611 0.399
C 2.528 1.891 -7.142 -0.520
H 3.775 0.901 -5.705 0.435
C 1.663 -3.266 -2.599 -0.752
C 0.593 0.548 4.512 0.149
C -1.181 1.312 5.955 -0.774
H 3.547 2.755 -2.310 0.485
N 0.879 -1.988 1.159 0.944
C -3.105 0.931 -0.588 -0.006
H 2.275 1.591 -0.574 -0.002
C -0.613 -3.893 3.840 -0.451
C -2.905 4.941 3.291 -0.745
N -4.670 2.282 -1.747 -0.536
C -4.382 1.175 -1.068 -0.849
C -0.552 -6.356 2.556 -0.951
O 1.460 -1.982 3.536 -0.531
H 0.967 6.153 -1.941 0.454
H -0.584 -2.955 4.380 0.623
H 3.189 -0.876 1.082 0.359
C 0.527 4.504 -0.650 -0.373
C 0.316 -4.140 2.828 -0.446
N 1.512 -1.538 -0.976 -0.116
V 0.238 -0.240 0.717 0.223
P 1.264 0.505 2.833 1.352
C 3.805 1.001 3.848 -0.917
C 0.161 1.805 -6.708 -0.580
C -2.346 -1.040 -6.569 -0.434
N -3.897 -0.995 0.620 -0.766
C 0.355 -5.384 2.201 -0.436
H 0.219 4.873 2.013 0.528
C -0.785 4.530 2.239 -1.020
C 2.709 3.251 -1.839 -0.657
C 0.386 1.053 -5.556 0.244
C -0.882 -2.307 -5.151 0.111
H 1.476 2.893 2.827 0.414
N -1.711 -0.609 0.952 1.039
C -0.554 0.712 7.037 -0.679
C -3.345 3.695 2.873 -0.922
H 1.037 2.800 -8.388 0.410
C 5.190 1.018 3.784 -0.820
S -2.523 1.756 -4.788 -0.464
H -2.284 -8.011 3.556 0.217
C 1.765 -1.940 -2.229 -0.273
H -2.110 1.850 6.090 0.510
N 1.125 2.104 2.295 0.431
N -2.438 -7.068 3.866 -0.494
H -3.311 -2.134 -8.137 0.395
H -1.461 -2.295 2.281 0.096
O 2.694 -3.502 1.979 -0.765
P -1.057 0.454 -4.595 0.643
C -2.031 -3.392 -6.963 -0.462
N 0.926 -3.781 -0.389 -0.326
C -1.160 -3.452 -5.883 -0.434
H 3.356 2.216 -7.759 0.399
H 1.125 -0.447 7.702 0.438
C -2.084 -1.688 1.648 -0.507
C -2.355 2.809 -1.576 -0.452
H -0.518 -7.326 2.075 0.322
H -3.934 -2.644 1.836 0.227
P 0.042 2.228 0.995 1.086
```

***

Entry 2:
# C52H46BrCsI2N5OPSe

C52H46BrCsI2N5OPSe as an isolated structure (the ωB97M-V functional and the def2-TZVPD basis, the Open Molecules 2025 dataset).

Results
* E_tot: -225595.7149 eV
* gap between HOMO and LUMO: 5.091 eV
* E_LUMO: 3.3 eV
* total charge: -2
* energy relative to the best compared isomer or geometry (same formula, charge and spin): 1.595 eV

```
110
Properties=species:S:1:pos:R:3:mulliken_charge:R:1
C 4.351 1.280 -0.899 -0.011
C -4.467 -2.162 -1.757 -0.753
H -4.827 -2.443 -5.777 0.305
C -3.342 -1.441 -1.291 -0.904
C 0.808 -4.160 -2.915 -0.184
C 6.151 -2.709 3.631 -1.475
H 1.835 3.391 4.827 0.321
H -7.109 3.205 3.796 0.341
H -5.019 0.514 1.202 0.459
C -2.038 -3.511 3.483 -0.419
H -2.278 6.093 -1.582 0.364
C 5.576 1.093 -1.617 -0.339
H 0.771 4.447 2.854 0.323
C -2.349 -0.947 2.607 -0.173
C -0.353 0.937 3.996 -0.454
H -5.528 -2.891 -3.474 0.258
H -3.710 4.038 -1.521 0.472
H -3.260 -1.419 -7.375 0.332
C 6.496 3.176 -0.915 -0.430
C 0.440 3.475 3.197 -0.508
H -1.259 -0.181 -6.533 0.416
Br -0.151 0.333 -3.916 -0.079
H -2.861 2.788 4.107 0.329
C -3.758 -1.774 -4.020 1.412
C -2.626 -1.071 -3.506 -0.983
H 0.194 5.829 -1.375 0.446
H 2.493 0.140 3.043 0.222
H -1.916 -4.538 3.817 0.298
H 0.999 -2.339 -5.598 0.471
C 4.304 2.513 -0.148 0.808
C -1.960 -0.622 -5.839 -0.551
C 5.341 3.420 -0.178 -0.410
H -1.892 -3.933 -1.869 0.280
H 2.655 -3.125 0.570 0.113
C -6.193 1.808 2.439 -0.585
C 0.645 1.607 4.690 -0.783
C -0.557 2.803 2.506 -0.177
H -4.078 -0.840 3.912 0.343
H -2.584 1.818 -1.279 0.135
C -1.600 -4.679 -2.609 -0.946
C 0.660 -2.989 -4.816 -0.481
H 3.278 -2.678 -4.572 0.283
H 4.608 -0.493 4.171 0.337
C -1.835 5.108 -1.478 -0.490
C 3.108 -2.569 1.383 -0.224
C -4.672 -2.337 -3.099 -1.217
H -0.638 -0.068 4.279 0.463
C -5.007 1.236 2.012 -0.384
H 2.883 -2.080 -2.947 0.376
C 1.042 2.879 4.296 -0.495
C 2.859 -2.950 -3.605 -1.117
H 3.122 2.083 1.583 -0.095
C -1.250 -1.648 2.069 0.330
C 1.556 3.456 -1.045 -0.754
C -0.976 1.534 2.901 0.418
H 1.749 1.636 -0.176 -1.429
C 4.867 -2.270 2.983 1.182
I 8.044 4.582 -0.938 -0.059
P -2.295 0.719 1.903 0.261
C -2.014 2.741 -1.305 -0.233
N 2.479 -1.461 1.766 0.237
H -0.315 -3.592 2.242 0.359
H -2.428 -4.842 -3.297 0.329
H 3.170 3.785 1.143 0.471
C -1.136 -2.957 2.577 -1.320
C -3.091 -1.330 -6.307 -0.549
H -4.957 3.830 4.852 0.383
C 6.618 1.999 -1.636 -0.420
H -3.248 -1.332 -0.211 0.760
C -1.751 -0.522 -4.493 0.082
C 4.206 -1.118 3.382 -0.853
N -0.465 -4.195 -3.372 0.299
H 3.437 -3.752 -3.151 0.352
C -2.632 3.977 -1.446 -0.942
H 1.127 1.124 5.532 0.367
N 1.796 2.607 0.109 1.136
H 4.763 -3.910 1.588 0.415
C -3.108 -2.760 3.966 -0.673
O 3.400 0.456 -0.921 -0.301
C -6.184 2.749 3.463 -0.477
C -3.793 2.511 3.629 -0.449
H 2.062 4.415 -0.893 0.521
H -5.171 -2.585 -1.046 0.445
N 1.497 -3.408 -3.802 0.336
C -3.959 -1.897 -5.421 -0.891
H 6.535 -1.942 4.303 0.356
H 1.962 3.030 -1.976 0.290
Se 1.488 -5.024 -1.432 -0.360
H -1.505 -3.343 -5.050 0.578
N -0.698 2.605 -1.193 0.580
H 6.002 -3.622 4.210 0.301
C -3.784 1.571 2.602 -0.117
C 3.101 2.770 0.730 -1.077
H 7.510 1.788 -2.210 0.331
I 5.772 -0.690 -2.688 0.000
C -0.461 4.966 -1.365 -0.905
Cs 0.189 -0.322 -0.308 2.779
H -1.321 -5.605 -2.111 0.379
H 5.250 4.337 0.396 0.383
C -2.359 -0.902 -2.108 1.019
C -3.260 -1.450 3.533 -0.421
H -3.810 -3.192 4.674 0.325
C 0.074 3.692 -1.218 0.284
C 3.025 -0.758 2.748 -0.310
H 6.913 -2.916 2.879 0.337
H -0.992 3.256 1.622 0.211
C -0.566 -3.476 -4.545 -0.662
C -4.979 3.098 4.053 -0.625
C 4.291 -3.007 1.956 -0.645
H -7.126 1.529 1.963 0.392
```

***

> Which formula does entry 2 have?

C52H46BrCsI2N5OPSe

***

> The lowest E_tot belongs to which entry?

C52H46BrCsI2N5OPSe